(a)
The following is a DFT calculation (the ωB97M-V functional and the def2-TZVPD basis) of C4H4N2 in the gas phase.

Properties
HOMO-LUMO gap = 9.35 eV
Highest occupied orbital energy = -9.80 eV
E_LUMO = -0.46 eV
Molecular weight = 80.09 g/mol
Structure (SMILES) = C=C1C=NN=C1

Bonds (Å) are listed after each position.
Cartesian coordinates (Å):
1 C 1.553 0.090 -0.074  C2 1.352, H7 1.030, H8 1.189
2 C 0.225 0.123 0.179  C1 1.352, C3 1.530, C6 1.481
3 C -0.923 1.133 0.113  C2 1.530, N4 1.257, H9 1.095
4 N -1.984 0.510 -0.143  C3 1.257, N5 1.450
5 N -1.721 -0.903 0.045  N4 1.450, C6 1.252
6 C -0.497 -1.157 -0.015  C2 1.481, N5 1.252, H10 1.010
7 H 1.983 1.023 -0.146  C1 1.030
8 H 2.130 -0.948 -0.136  C1 1.189
9 H -0.677 2.198 0.048  C3 1.095
10 H -0.088 -2.069 0.129  C6 1.010

Here are the Löwdin charges for atoms 1 to 6, given in e:
1. C 0.097
2. C -0.249
3. C -0.120
4. N 0.044
5. N 0.030
6. C -0.153

(b)
The following is a DFT calculation (the ωB97M-V functional and the def2-TZVPD basis) of C4H4N2 in the gas phase.

Properties
HOMO-LUMO gap (alpha / beta) = 7.59 / 7.61 eV
Highest occupied orbital energy (alpha / beta) = -8.99 / -9.02 eV
E_LUMO (alpha / beta) = -1.40 / -1.41 eV
Molecular weight = 80.09 g/mol

Bonds (Å) are listed after each position.
Cartesian coordinates (Å):
1 C -1.556 -0.885 -0.080  C2 1.465, N6 1.277, H7 1.061
2 C -2.966 -0.998 0.299  C1 1.465, N5 1.303
3 C -3.682 1.167 -0.124  N5 1.206
4 C 0.363 0.508 0.112  N6 1.477, H8 1.124, H9 1.025, H10 1.113
5 N -3.735 -0.038 -0.130  C2 1.303, C3 1.206
6 N -1.081 0.300 -0.115  C1 1.277, C4 1.477
7 H -0.994 -1.747 0.181  C1 1.061
8 H 0.795 1.271 -0.591  C4 1.124
9 H 0.459 0.736 1.107  C4 1.025
10 H 1.101 -0.308 -0.053  C4 1.113

Here are the Löwdin charges for atoms 1 to 6, given in e:
1. C -0.225
2. C -0.023
3. C 0.127
4. C -0.105
5. N -0.096
6. N 0.013

(c)
The following is a DFT calculation (the ωB97M-V functional and the def2-TZVPD basis) of C4H4N2 in the gas phase.

Properties
HOMO-LUMO gap = 10.52 eV
Highest occupied orbital energy = -9.91 eV
E_LUMO = 0.61 eV
Molecular weight = 80.09 g/mol
Structure (SMILES) = N#C[C@@H]1C=C1N

Bonds (Å) are listed after each position.
Cartesian coordinates (Å):
1 N 2.247 -2.015 0.320  C2 1.159
2 C 1.200 -1.517 0.342  N1 1.159, C3 1.459
3 C -0.077 -0.817 0.432  C2 1.459, C4 1.647, C5 1.468, H7 1.107
4 C -1.007 -0.516 -0.892  C3 1.647, C5 1.278, H8 1.096
5 C -0.308 0.405 -0.348  C3 1.468, C4 1.278, N6 1.374
6 N -0.072 1.754 -0.238  C5 1.374, H9 1.010, H10 1.016
7 H -0.390 -0.759 1.492  C3 1.107
8 H -1.824 -0.527 -1.623  C4 1.096
9 H 0.898 1.867 0.017  N6 1.010
10 H -0.667 2.124 0.498  N6 1.016

Here are the Löwdin charges for atoms 1 to 6, given in e:
1. N 0.129
2. C -0.213
3. C -0.170
4. C 0.126
5. C -0.399
6. N 0.103

Of the structures shown above, (b) is the least stable.